(1)
The following is a DFT calculation (ωB97M-V/def2-TZVPD) of 2 unconnected molecules or ions with the total composition C2H7N2S.

```
12
C2H7N2S (ωB97M-V/def2-TZVPD)
C 0.4511 1.7801 3.2577
S -0.4281 0.2842 2.3912
H 1.4816 1.3273 3.3879
H 0.3535 2.6380 2.7250
H -0.0333 1.7969 4.3349
N 1.1915 -1.0171 -3.0599
C -0.0510 -1.0770 -2.4975
N -1.0492 -0.5206 -3.0710
H 1.4766 -0.3119 -3.8087
H 2.0801 -1.3578 -2.5695
H -0.1264 -1.4854 -1.4365
H -1.7785 -0.6092 -2.5370
```

Output
- HOMO energy (spin up / spin down) (hartree) = 0.13934 / 0.00481
- net charge = -2
- DFT total energy (eV) = -15998.435
- Kohn-Sham gap (spin up / spin down) (eV) = 2.89 / 6.46
- 2S+1 = 2

=====

(2)
The following is a DFT calculation (ωB97M-V/def2-TZVPD) of a single C3H5NO2S molecule.

```
12
C3H5NO2S (ωB97M-V/def2-TZVPD)
C -1.5848 -0.0954 -0.2908
C -1.0263 -1.1415 -0.9347
C 0.4423 0.5463 0.9517
N 1.9523 1.1567 0.7598
O 0.8820 -2.4547 0.1303
O -1.1072 0.7993 0.6433
S 0.6442 -1.0957 -0.3506
H -2.5988 0.2107 -0.5270
H -1.3175 -1.6657 -1.7841
H 1.8451 1.9970 1.3924
H 0.4191 0.2663 2.0222
H 2.2408 0.5349 1.5045
```

Output
- HOMO energy (spin up / spin down) (hartree) = -0.19550 / -0.36009
- net charge = 0
- DFT total energy (eV) = -19603.609
- Kohn-Sham gap (spin up / spin down) (eV) = 5.79 / 7.80
- 2S+1 = 3

=====

(3)
The following is a DFT calculation (ωB97M-V/def2-TZVPD) of a molecular structure, C15H31ClO4P2Ru.

```
54
C15H31ClO4P2Ru (ωB97M-V/def2-TZVPD)
P -0.4256 1.1900 -1.5555
P 0.4658 -2.8541 -0.7183
C 0.6023 -0.2360 -2.2084
C -0.0599 -1.6347 -2.0835
H 1.6152 -0.2092 -1.7670
H 0.6651 -0.0664 -3.3004
H -1.1449 -1.4545 -1.9841
H 0.0328 -2.2499 -3.0112
C 2.2175 -2.2827 -0.3881
H 2.5565 -2.9441 0.4047
H 2.2733 -1.2257 -0.1366
H 2.8059 -2.4434 -1.2843
C 0.8844 -4.4262 -1.5600
H 1.5493 -4.2418 -2.4259
H -0.0351 -4.9272 -1.8979
H 1.3856 -5.0650 -0.8152
C -0.1898 3.0102 -2.1146
H -1.0832 3.5679 -1.7925
H -0.1528 3.0493 -3.2134
H 0.6780 3.5609 -1.7166
C -1.9025 1.1972 -2.6673
H -2.3626 0.2237 -2.8609
H -1.6325 1.6779 -3.6178
H -2.6298 1.8541 -2.1814
Ru -0.1709 -3.2573 1.2894
C 1.5889 1.6216 0.2852
C 1.5689 2.9810 0.3745
C 0.9175 3.7840 1.4090
C -0.5994 3.4032 1.7378
C -1.3816 2.9708 0.5893
C -1.3744 1.6592 0.0354
C -0.7299 0.5824 0.9417
C 0.7478 0.7015 1.1843
C -1.8975 -2.2549 3.4398
H 2.4705 1.0842 -0.1533
H 2.0954 3.5704 -0.3705
H 0.9268 4.8463 1.1269
H 1.4348 3.7084 2.3767
H -0.6144 2.6786 2.5993
H -1.0769 4.3591 2.0839
H -2.0268 3.7181 0.1319
H -2.4141 1.3631 -0.2440
H -0.9835 -0.4118 0.4945
H -1.2313 0.5538 1.9105
H 0.9224 0.9359 2.2285
H 1.2471 -0.2768 1.1144
H -2.9906 -2.1051 3.3850
H -1.4820 -1.5574 4.2050
H -1.7162 -3.3112 3.7542
O -0.2540 -5.0135 1.5637
Cl 1.8434 -2.0325 3.5230
O 1.6106 -2.7293 1.9839
O -1.1529 -2.7001 -0.2618
O -1.3906 -1.9415 2.1576
```

Output
- HOMO energy (spin up / spin down) (hartree) = -0.51328 / -0.54380
- net charge = +2
- DFT total energy (eV) = -57901.046
- Kohn-Sham gap (spin up / spin down) (eV) = 5.83 / 3.38
- 2S+1 = 5

=====

Going through the records in order, we get ΔE to the lowest compared entry with this formula, charge and spin values of 80.3, 417.0, 273.7 kJ/mol.